1.
The following is a quantum chemistry calculation of C6H15NO2 in the gas phase, from the Open Molecules 2025 dataset.

XYZ file:
```
24
C6H15NO2 ωB97M-V/def2-TZVPD
C 0.65461 -2.89865 -1.04214
O 0.70413 -1.62277 -0.43537
N 0.05412 -0.66137 -1.25960
C 0.95571 0.20154 -1.98619
C -1.19451 -0.11981 -0.78211
O -1.02870 1.09911 -0.14623
C -0.10626 0.98296 1.10773
C 0.27976 2.43010 1.36285
C -0.91739 0.38414 2.24838
H 1.19612 -3.55707 -0.37030
H -0.38082 -3.24283 -1.14700
H 1.14671 -2.89638 -2.01833
H 1.55514 0.82920 -1.31696
H 0.36814 0.85499 -2.62692
H 1.60601 -0.42153 -2.60140
H -1.64356 -0.89306 -0.14080
H -1.82506 0.07417 -1.66218
H 0.80002 0.38814 0.95892
H -0.61846 3.03190 1.48382
H 0.89334 2.49742 2.25943
H 0.85041 2.82370 0.52286
H -1.89488 0.86183 2.29358
H -0.39841 0.54037 3.19308
H -1.05619 -0.68610 2.10488
```

**HOMO-LUMO gap**: 9.400 eV
**SMILES**: CON(C)COC(C)C
**Spin multiplicity**: 1

Results of the Mulliken charge analysis, in e, for atoms 1 through 2:
1. C -0.56
2. O -0.21

---

2.
The following is a quantum chemistry calculation of 2 unconnected molecules or ions with the total composition C6H15NO2, from the Open Molecules 2025 dataset.

XYZ file:
```
24
C6H15NO2 ωB97M-V/def2-TZVPD
C -2.53719 2.31060 1.33792
N -2.29110 1.14457 0.50249
C -1.34898 0.20839 0.86393
C -0.75929 -0.66911 0.04081
C 0.20990 -1.74369 0.43636
C 1.66634 -1.28918 0.15110
C 1.97182 -1.10840 -1.34798
O 1.66154 -2.33181 -2.04774
H -1.67771 2.97961 1.21822
H -2.78177 2.06313 2.35547
H -3.37787 2.88612 0.94850
H -2.41358 1.27840 -0.48697
H -1.02292 0.26412 1.89442
H -0.92861 -0.52466 -1.02736
H -0.01249 -2.66615 -0.10352
H 0.19902 -1.98837 1.49590
H 2.41187 -1.98146 0.52448
H 1.74136 -0.30159 0.57548
H 3.03659 -0.93592 -1.47164
H 1.36602 -0.33434 -1.81745
H 0.71758 -2.48173 -1.90806
O 1.61610 1.84724 -0.40451
H 0.69481 1.55457 -0.39470
H 1.85854 1.81968 -1.33515
```

**HOMO-LUMO gap**: 8.676 eV
**SMILES**: CN/C=C/CCCO.O
**Spin multiplicity**: 1

Results of the Mulliken charge analysis, in e, for atoms 1 through 2:
1. C -0.87
2. N -0.26

---

3.
The following is a quantum chemistry calculation of 3 unconnected molecules or ions with the total composition C6H15NO2, from the Open Molecules 2025 dataset.

XYZ file:
```
24
C6H15NO2 ωB97M-V/def2-TZVPD
C 0.90183 0.87792 2.64422
C 0.68169 0.03781 1.45263
C 0.01256 -1.08445 1.31512
C 0.19718 -1.91085 0.03195
C 0.18698 -1.10713 -1.24266
C 1.24304 -0.48767 -1.75915
N 1.10917 0.22193 -2.97658
H 1.94941 1.36015 2.67476
H 0.16175 1.67312 2.67606
H 0.82720 0.46593 3.62543
H 1.19108 0.59890 0.63512
H -0.59495 -1.45475 2.19877
H 1.02431 -2.59672 0.08655
H -0.63263 -2.61984 -0.05850
H -0.83136 -0.96316 -1.64663
H 2.23438 -0.70290 -1.34687
H 0.30015 0.83720 -2.93132
H 1.93006 0.87222 -3.13128
O -1.24869 1.77952 -1.15609
H -1.93963 2.37123 -0.87855
H -1.56925 1.06669 -1.68882
O -2.59488 0.48838 0.67982
H -1.72402 0.69379 0.31274
H -2.81538 -0.41732 0.48329
```

**HOMO-LUMO gap**: 9.033 eV
**SMILES**: C/C=C/C/C=C/N.O.O
**Spin multiplicity**: 1

Results of the Mulliken charge analysis, in e, for atoms 1 through 2:
1. C -1.40
2. C 0.40

---

Q: Which of them is the most stable? A: 2.

---

1.
The following is a quantum chemistry calculation of 3 unconnected molecules or ions with the total composition C6H15NO2, from the Open Molecules 2025 dataset.

XYZ file:
```
24
C6H15NO2 ωB97M-V/def2-TZVPD
C 2.56232 1.13151 0.41586
C 1.66855 0.28715 -0.43643
C 1.79322 -1.04361 -0.54251
N 0.98408 -1.85372 -1.31068
H 3.24677 1.71521 -0.19778
H 1.97919 1.83479 1.00775
H 3.14933 0.51674 1.09284
H 0.99269 0.81334 -1.09568
H 2.51527 -1.57043 0.07437
H 0.04033 -1.39963 -1.57315
H 0.90324 -2.79926 -0.96155
C -1.89329 -0.53104 -1.45919
C -2.02654 0.58774 -0.73295
O -2.92846 0.77633 0.26739
O -1.30381 1.69301 -0.97225
H -2.54607 -1.36636 -1.27909
H -1.42100 -0.47017 -2.42122
H -3.39451 -0.04225 0.46418
H -1.50633 2.34512 -0.28699
C -0.57810 -0.12132 1.98063
H 0.14993 -0.28708 2.76716
H -1.22637 0.69691 2.26959
H -1.15925 -1.02748 1.85548
H -0.00117 0.11451 1.07421
```

**HOMO-LUMO gap**: 7.987 eV
**SMILES**: C/C=C/N.C=C(O)O.C
**Spin multiplicity**: 1

Results of the Mulliken charge analysis, in e, for atoms 1 through 2:
1. C -1.23
2. C -0.39

---

2.
The following is a quantum chemistry calculation of 2 unconnected molecules or ions with the total composition C6H15NO2, from the Open Molecules 2025 dataset.

XYZ file:
```
24
C6H15NO2 ωB97M-V/def2-TZVPD
C 1.52886 2.17494 -0.57713
C 1.70992 0.88016 -0.90873
C 1.60719 -0.17868 0.07424
C 0.13197 -0.64878 0.31936
C -0.18066 -1.48851 1.67142
N -0.24459 -1.30940 -0.98332
C -1.42311 -0.76708 -1.79868
O -2.49001 -0.93271 -0.97145
H 1.31459 2.49328 0.45845
H 1.50652 2.96389 -1.15045
H 2.00424 0.55539 -1.91679
H 2.06894 0.25418 1.04990
H 2.29247 -1.05281 -0.25167
H -0.32700 0.39736 0.42519
H -0.55799 -0.81290 2.51782
H -0.72032 -2.39500 1.28487
H 0.73944 -1.80144 2.13906
H -0.49860 -2.27106 -0.84945
H -1.36650 0.27794 -2.20767
H -1.54599 -1.55410 -2.53299
H -3.27985 -0.45915 -1.14216
O -0.86710 2.23351 1.73731
H -0.56669 1.65191 1.08553
H -0.83572 1.78906 2.52732
```

**HOMO-LUMO gap**: 9.896 eV
**SMILES**: C=CC[C@H](C)NCO.O
**Spin multiplicity**: 1

Results of the Mulliken charge analysis, in e, for atoms 1 through 2:
1. C -0.93
2. C -0.09

---

Q: Which of them is the most stable? A: 1.

---

1.
The following is a quantum chemistry calculation of a gas-phase ion, C8H10N3 (charge +1), from the Open Molecules 2025 dataset.

XYZ file:
```
21
C8H10N3 ωB97M-V/def2-TZVPD
C 1.57727 -0.41761 -1.23225
N 1.01516 0.06000 0.04182
C 1.63154 -0.46649 1.29423
C 1.05842 1.55948 -0.03677
C -0.27148 2.12604 -0.02262
C -1.15907 0.91933 0.02523
N -2.49947 0.81109 0.04475
C -2.95968 -0.40964 0.01187
C -2.25563 -1.53681 -0.07901
N -0.95662 -1.41893 0.01578
C -0.43954 -0.24886 0.07454
H 2.69259 -0.66940 -1.30249
H 1.01745 -1.25071 -1.70580
H 1.35973 0.35822 -1.86573
H 2.77784 -0.44783 1.28300
H 1.34387 0.30451 2.04790
H 1.18381 -1.39444 1.61778
H 2.01697 1.99642 -0.09305
H -0.50228 3.09725 -0.01333
H -4.07450 -0.35315 0.06362
H -2.55640 -2.61849 -0.16945
```

**HOMO-LUMO gap**: 9.333 eV
**SMILES**: C[N+]1(C)C=Cc2nccnc21
**Spin multiplicity**: 1
**Charge**: +1

Results of the Mulliken charge analysis, in e, for atoms 1 through 2:
1. C -0.84
2. N 0.43

---

2.
The following is a quantum chemistry calculation of a gas-phase ion, C8H10N3 (charge +1), from the Open Molecules 2025 dataset.

XYZ file:
```
21
C8H10N3 ωB97M-V/def2-TZVPD
C -1.83717 0.72783 1.07513
N -1.38848 0.03473 -0.15124
N -1.97845 0.56738 -1.29037
N -1.60735 -1.40177 -0.08596
C -0.48584 -2.02693 0.04352
C 0.63168 -1.08814 -0.01997
C 1.99731 -1.33249 -0.04941
C 2.77669 -0.12705 -0.04465
C 2.24392 1.08574 -0.12120
C 0.87953 1.32904 -0.15823
C 0.10924 0.21758 -0.14142
H -2.78074 0.35969 1.40466
H -1.07105 0.37486 1.80583
H -1.76168 1.76174 0.91382
H -3.02656 0.89295 -1.07909
H -1.93328 -0.02455 -2.14641
H -0.49585 -3.16933 0.13091
H 2.54279 -2.33214 0.03181
H 3.82001 -0.27028 -0.30638
H 2.79680 2.02076 0.23244
H 0.56847 2.40038 -0.04379
```

**HOMO-LUMO gap**: 9.535 eV
**SMILES**: C[N@+]1(N)N=Cc2ccccc21
**Spin multiplicity**: 1
**Charge**: +1

Results of the Mulliken charge analysis, in e, for atoms 1 through 2:
1. C -0.90
2. N 1.24

---

Q: Which of them is the most stable? A: 1.

---

1.
The following is a quantum chemistry calculation of 2 unconnected molecules or ions with the total composition C3H10O2S2, from the Open Molecules 2025 dataset.

XYZ file:
```
17
C3H10O2S2 ωB97M-V/def2-TZVPD
O -0.68264 1.85972 0.45117
C -1.40485 1.27459 -0.64227
C -0.43966 0.52765 -1.63268
C 0.48022 -0.43338 -0.77932
S 2.12241 0.25182 -0.30939
S 2.04610 0.35827 1.80414
H -0.04214 2.53133 0.15982
H -2.07844 2.06770 -1.01670
H -2.01906 0.43583 -0.29627
H 0.27140 1.35583 -2.04675
H -0.91424 -0.00726 -2.48668
H 0.62820 -1.40022 -1.26164
H -0.01848 -0.75566 0.14688
H 2.51312 -0.82663 2.06240
O -0.32992 -2.42736 1.66665
H 0.61665 -2.51719 1.66858
H -0.74867 -2.29505 2.51206
```

**HOMO-LUMO gap**: 9.396 eV
**SMILES**: OCCCSS.O
**Spin multiplicity**: 1

Results of the Mulliken charge analysis, in e, for atoms 1 through 2:
1. O -0.48
2. C -0.61

---

2.
The following is a quantum chemistry calculation of 2 unconnected molecules or ions with the total composition C3H10O2S2, from the Open Molecules 2025 dataset.

XYZ file:
```
17
C3H10O2S2 ωB97M-V/def2-TZVPD
O 1.40082 0.27766 -1.62574
C 0.29212 -0.41895 -2.19776
C -0.62535 -1.06850 -1.10545
C -1.34911 0.05234 -0.39332
S -1.28258 -0.17515 1.41224
S 0.55910 -0.79293 1.97345
H 2.12386 -0.47502 -1.31821
H 0.68745 -1.22750 -2.81852
H -0.21818 0.35548 -2.90306
H -0.05257 -1.70906 -0.48930
H -1.48898 -1.67534 -1.54752
H -2.36986 0.13370 -0.70676
H -0.97886 1.03566 -0.74482
H 1.36055 0.21301 2.23640
O 1.19150 2.62566 -1.07181
H 0.59411 2.29867 -0.41519
H 1.27365 1.92372 -1.70450
```

**HOMO-LUMO gap**: 9.620 eV
**SMILES**: OCCCSS.O
**Spin multiplicity**: 1

Results of the Mulliken charge analysis, in e, for atoms 1 through 2:
1. O -0.59
2. C -0.54

---

Q: Which of them is the most stable? A: 1.